Record 1
{"formula": "C6H11NO2", "method": "wB97M-V/def2-TZVPD", "lumo_ev": 0.70, "max_force_ev_per_a": 1.4, "de_lowest_kj_mol": 84.0, "mol_weight_g_mol": 129.159, "homo_lumo_gap_ha": 0.3770, "homo_ev": -9.6, "total_energy_ha": -440.4552, "smiles": "[H]/N=C(/O)C(C)(C)C(C)=O", "elements": ["C", "C", "O", "O", "H", "H", "H", "H", "C", "C", "C", "N", "C", "H", "H", "H", "H", "H", "H", "H"], "coordinates": [[0.1744, -1.4615, 1.7007], [0.3377, -1.2049, 0.2290], [1.4848, 1.1239, 0.9431], [0.7750, -2.0420, -0.5270], [2.3706, 1.5114, 0.8887], [-0.8782, -1.5720, 1.9530], [0.6972, -2.3781, 1.9640], [0.5798, -0.6317, 2.2736], [-1.2979, 0.7794, 0.5549], [-0.7824, -0.1039, -1.7483], [-0.2417, 0.1218, -0.3358], [1.6816, 1.4454, -1.3082], [1.0000, 0.9949, -0.3681], [1.5684, 1.0693, -2.2387], [-0.9707, 0.8458, -2.2462], [-0.8974, 1.0359, 1.5308], [-1.6493, 1.6954, 0.0820], [-2.1492, 0.1126, 0.6753], [-1.7218, -0.6496, -1.6870], [-0.0809, -0.6922, -2.3358]], "mulliken_charge": [-1.29, 0.54, -0.50, -0.58, 0.32, 0.31, 0.39, 0.31, -1.84, -1.97, 2.24, -0.83, 0.15, 0.26, 0.43, 0.39, 0.44, 0.38, 0.43, 0.43]}


Record 2
{"formula": "C6H11NO2", "method": "wB97M-V/def2-TZVPD", "lumo_ev": 0.71, "max_force_ev_per_a": 3.4, "de_lowest_kj_mol": 323.0, "mol_weight_g_mol": 129.159, "homo_lumo_gap_ha": 0.3419, "homo_ev": -8.6, "total_energy_ha": -440.3642, "smiles": "C=C(O)OC(=C)[C@@H](C)N", "elements": ["C", "C", "C", "C", "N", "C", "C", "O", "O", "H", "H", "H", "H", "H", "H", "H", "H", "H", "H", "H"], "coordinates": [[-1.0519, -0.5465, -0.0875], [-1.0248, -2.0631, 0.1259], [0.0464, 0.1002, 0.7145], [1.6874, 0.7674, -0.7962], [-2.3426, -0.0164, 0.3485], [0.0042, 0.4765, 1.9768], [2.7508, 1.0172, -1.5543], [1.4662, -0.2267, 0.0367], [0.6116, 1.6786, -0.6378], [0.9176, 2.5870, -0.7529], [-0.8380, -0.3465, -1.1501], [-3.0903, -0.4546, -0.1781], [-2.3901, 0.9837, 0.1879], [-1.7624, -2.5426, -0.5172], [-0.0413, -2.4551, -0.1209], [-1.2560, -2.2905, 1.1644], [-0.8796, 0.2467, 2.5491], [0.8554, 0.8991, 2.4838], [3.5222, 0.2746, -1.6437], [2.8152, 1.9109, -2.1487]], "mulliken_charge": [0.48, -1.41, 0.54, 0.66, -0.70, -1.03, -1.00, -0.40, -0.48, 0.32, 0.27, 0.25, 0.24, 0.40, 0.34, 0.33, 0.32, 0.33, 0.28, 0.25]}


Record 3
{"formula": "C6H11NO2S", "method": "wB97M-V/def2-TZVPD", "lumo_ev": 0.46, "max_force_ev_per_a": 3.5, "de_lowest_kj_mol": 100.3, "mol_weight_g_mol": 161.226, "homo_lumo_gap_ha": 0.3453, "homo_ev": -8.9, "total_energy_ha": -838.5858, "smiles": "NC(=O)/C=C\\O.C=C(C)S", "elements": ["C", "C", "C", "C", "C", "C", "N", "O", "O", "S", "H", "H", "H", "H", "H", "H", "H", "H", "H", "H", "H"], "coordinates": [[-1.7186, 0.8848, 0.0848], [-1.2564, 1.1451, -1.1281], [-2.4081, -0.3325, 0.3685], [2.1148, -1.1691, -1.0039], [2.5191, 1.0111, -0.1134], [2.1698, -0.4162, 0.0655], [-2.5001, -0.6375, 1.7201], [-2.9966, -0.9601, -0.5023], [-1.4868, 0.4182, -2.1812], [1.6695, -0.8975, 1.8519], [-1.6089, 1.5057, 0.9547], [1.8071, -2.2048, -1.1287], [-0.6410, 2.0385, -1.2894], [2.1817, -0.5637, -1.8627], [2.9407, 1.5591, 0.7051], [3.2554, 1.1578, -0.9110], [1.4799, 1.5358, -0.1188], [-1.9898, -0.0979, 2.3815], [-2.7091, -1.4974, 2.0531], [-2.0643, -0.2875, -1.7572], [1.2414, -2.1920, 1.8115]], "mulliken_charge": [-0.19, -0.39, 0.75, -0.80, -1.27, 0.68, -0.42, -0.70, -0.53, -0.28, 0.28, 0.29, 0.43, 0.26, 0.43, 0.39, 0.14, 0.18, 0.22, 0.38, 0.14]}


Record 4
{"formula": "C6H11NO3", "method": "wB97M-V/def2-TZVPD", "lumo_ev": -0.85, "max_force_ev_per_a": 4.1, "de_lowest_kj_mol": 367.7, "mol_weight_g_mol": 145.158, "homo_lumo_gap_ha": 0.2822, "homo_ev": -8.5, "total_energy_ha": -515.6102, "smiles": "C[C@H](N)C=O.CC(=O)C=O", "elements": ["C", "C", "N", "C", "O", "H", "H", "H", "H", "H", "H", "H", "C", "C", "C", "O", "O", "H", "H", "H", "H"], "coordinates": [[-0.1938, -1.0816, -1.2841], [0.4723, -2.0990, -0.4218], [0.1452, -1.1510, -2.6427], [0.3369, 0.6015, -0.8583], [-0.3272, 1.5586, -1.1448], [-1.2736, -1.0113, -1.1599], [-0.3169, -0.4755, -3.2368], [1.1379, -1.2078, -2.8307], [1.4518, 0.5949, -0.9394], [-0.1398, -2.9955, -0.3492], [0.5843, -1.6969, 0.6063], [1.4710, -2.3465, -0.7782], [0.3642, 2.1492, 1.7845], [-0.0432, 0.7118, 1.6067], [-1.5304, 0.4646, 1.4264], [0.6781, -0.2310, 1.9451], [-2.3841, 1.3110, 1.4262], [-1.7647, -0.6151, 1.3048], [-0.1697, 2.7959, 1.0909], [1.4415, 2.2628, 1.6700], [0.0604, 2.4611, 2.7852]], "mulliken_charge": [0.27, -1.07, -0.58, -0.13, -0.46, 0.32, 0.26, 0.26, 0.32, 0.26, 0.28, 0.37, -1.14, 0.66, -0.01, -0.60, -0.46, 0.39, 0.35, 0.33, 0.39]}


Record 5
{"formula": "C6H11NO3S", "method": "wB97M-V/def2-TZVPD", "lumo_ev": 0.21, "max_force_ev_per_a": 2.7, "de_lowest_kj_mol": 176.2, "mol_weight_g_mol": 177.225, "homo_lumo_gap_ha": 0.3453, "homo_ev": -9.2, "total_energy_ha": -913.8384, "elements": ["C", "C", "C", "C", "C", "C", "H", "H", "H", "H", "H", "H", "H", "H", "H", "H", "H", "N", "O", "O", "O", "S"], "coordinates": [[-1.5234, -0.4373, 0.1390], [-0.3398, -0.3014, -0.8111], [1.7266, -0.0460, 1.0778], [2.0449, 1.2657, 0.4747], [3.0669, 1.5107, -0.2947], [-2.4900, 0.6896, -0.2417], [-1.9240, -2.1884, 1.1472], [-1.9603, -2.3839, -0.5399], [-1.2657, -0.1775, 1.1642], [-0.1203, 0.7532, -1.0290], [-0.5162, -0.7418, -1.8330], [1.0365, -0.0256, 1.9484], [2.6430, -0.6078, 1.4173], [1.2729, 2.0321, 0.6048], [3.1340, 2.4608, -0.8710], [3.8889, 0.8057, -0.4414], [-3.8061, -0.5233, 0.2508], [-2.2026, -1.7161, 0.2334], [2.1380, -1.2581, -1.3138], [-3.7898, 0.3760, -0.1283], [-2.1463, 1.7607, -0.7373], [1.1332, -1.2474, -0.2164]], "mulliken_charge": [0.48, -0.91, -0.74, -0.19, -0.58, 0.21, 0.29, 0.25, 0.21, 0.41, 0.48, 0.38, 0.42, 0.30, 0.23, 0.24, 0.43, -0.69, -0.59, -0.50, -0.58, 0.46]}


Record 6
{"formula": "C6H11NO4", "method": "wB97M-V/def2-TZVPD", "lumo_ev": 0.56, "max_force_ev_per_a": 3.8, "de_lowest_kj_mol": 538.1, "mol_weight_g_mol": 161.157, "homo_lumo_gap_ha": 0.2805, "homo_ev": -7.1, "total_energy_ha": -590.7818, "elements": ["C", "C", "C", "C", "C", "C", "N", "O", "O", "O", "O", "H", "H", "H", "H", "H", "H", "H", "H", "H", "H", "H"], "coordinates": [[1.4823, -0.1836, 0.3602], [1.3118, -1.5186, 1.0828], [-0.8454, 0.2401, -0.0778], [2.5777, 1.8375, -0.2070], [-2.8216, 0.8990, 0.9286], [-0.9777, -1.2484, -1.7489], [0.4872, 0.3614, -0.2776], [0.1173, -2.1228, 1.0841], [2.6799, 0.4242, 0.3337], [-1.4000, 0.8444, 0.9721], [-1.6031, -0.2561, -0.9760], [2.1542, -2.1036, 0.6244], [1.6831, -1.4680, 2.1184], [1.9347, 1.5510, -1.1544], [3.5851, 2.2503, -0.1748], [1.9445, 2.3517, 0.5506], [-3.3379, -0.0848, 0.9924], [-3.1333, 1.1195, -0.0725], [-3.0775, 1.5100, 1.7538], [-1.8283, -1.4970, -2.3639], [-0.5888, -2.0966, -1.1887], [-0.3440, -0.8097, -2.5594]], "mulliken_charge": [0.86, -0.48, 0.72, -0.59, -0.75, -0.75, -0.36, -0.78, -0.41, -0.32, -0.38, 0.25, 0.32, 0.29, 0.28, 0.23, 0.30, 0.35, 0.26, 0.34, 0.32, 0.29]}


Record 7
{"formula": "C6H11NO4S", "method": "wB97M-V/def2-TZVPD", "lumo_ev": 0.47, "max_force_ev_per_a": 0.9, "de_lowest_kj_mol": 121.7, "mol_weight_g_mol": 193.224, "homo_lumo_gap_ha": 0.3932, "homo_ev": -10.2, "total_energy_ha": -989.1096, "elements": ["C", "C", "C", "C", "C", "C", "N", "O", "O", "O", "O", "S", "H", "H", "H", "H", "H", "H", "H", "H", "H", "H", "H"], "coordinates": [[0.5306, 0.3803, 0.5614], [0.6886, 1.1004, -0.7791], [-0.3322, 0.0502, -1.2922], [2.0586, 1.0472, -1.4310], [-1.7035, 0.5198, -1.7314], [-1.0621, -1.5836, 0.6172], [-0.3124, -0.4910, 0.0640], [1.2052, 0.0647, 4.1769], [1.0172, 0.5336, 1.6998], [0.7820, -1.8203, 2.6731], [-0.9746, -0.1645, 3.0954], [0.4156, -0.5202, 3.1507], [0.2998, 2.1183, -0.7681], [0.0858, -0.6562, -2.0157], [2.7200, 1.7856, -0.9872], [1.9635, 1.2596, -2.4940], [2.5052, 0.0621, -1.3120], [-2.1322, 1.1975, -0.9981], [-2.3691, -0.3344, -1.8420], [-1.6410, 1.0275, -2.6916], [-1.8315, -1.8781, -0.0920], [-0.4050, -2.4272, 0.8328], [-1.5085, -1.2711, 1.5632]], "mulliken_charge": [0.39, 0.37, -0.08, -1.59, -1.46, -0.89, 0.25, -0.56, -0.58, -0.55, -0.60, 1.17, 0.42, 0.31, 0.39, 0.40, 0.38, 0.36, 0.40, 0.38, 0.37, 0.34, 0.38]}


Record 8
{"formula": "C6H11NOS", "method": "wB97M-V/def2-TZVPD", "lumo_ev": 0.70, "max_force_ev_per_a": 4.4, "de_lowest_kj_mol": 250.0, "mol_weight_g_mol": 145.227, "homo_lumo_gap_ha": 0.3585, "homo_ev": -9.1, "total_energy_ha": -763.3113, "elements": ["C", "C", "C", "C", "C", "C", "N", "O", "S", "H", "H", "H", "H", "H", "H", "H", "H", "H", "H", "H"], "coordinates": [[0.5388, -1.3485, 0.5463], [0.4290, -0.0314, 0.1910], [1.5583, 0.8989, 0.3682], [-0.3968, -2.5403, 0.6818], [-0.7932, 1.0807, -2.0859], [-1.1697, 0.5715, -0.6933], [2.1286, 0.8775, 1.6740], [1.9975, 1.7546, -0.3772], [-2.0496, 1.6348, 0.6226], [1.5347, -1.7131, 0.9161], [0.0385, -3.3613, 0.0961], [-1.4215, -2.3956, 0.3530], [-0.6366, -2.8348, 1.6647], [-0.3074, 2.1386, -2.0462], [-0.1350, 0.3609, -2.3801], [-1.5726, 1.0541, -2.8102], [-1.8385, -0.3377, -0.7804], [2.1433, 0.2964, 2.5314], [2.8441, 1.6349, 1.6937], [-2.8919, 2.2597, -0.1657]], "mulliken_charge": [-0.18, 0.24, 0.46, -1.29, -1.12, -0.09, -0.44, -0.61, -0.22, 0.30, 0.31, 0.33, 0.34, 0.25, 0.40, 0.42, 0.35, 0.20, 0.24, 0.12]}


Record 9
{"formula": "C6H11NS", "method": "wB97M-V/def2-TZVPD", "lumo_ev": 0.15, "max_force_ev_per_a": 6.5, "de_lowest_kj_mol": 719.9, "mol_weight_g_mol": 129.228, "homo_lumo_gap_ha": 0.3185, "homo_ev": -8.5, "total_energy_ha": -687.8750, "elements": ["C", "C", "C", "C", "C", "C", "H", "H", "H", "H", "H", "H", "H", "H", "H", "H", "H", "N", "S"], "coordinates": [[2.0170, -0.6705, -0.4457], [0.5774, -0.4784, 0.0775], [0.2503, -1.7646, 0.5486], [-0.1219, 0.5779, -0.0015], [0.3291, 1.9693, -0.5773], [-2.6353, 0.3291, 0.4361], [2.6994, -1.1294, 0.1904], [2.5085, 0.2133, -1.0595], [1.5747, -1.4466, -1.2600], [-1.2987, -2.0116, 0.6043], [0.9718, -2.9525, -0.5601], [0.9996, -1.7200, 1.5370], [1.2919, 1.9184, -1.1225], [-0.4417, 2.0224, -1.3596], [0.4302, 2.7427, 0.3022], [-1.3932, 1.4629, 1.5506], [-3.4182, 0.9574, 1.0670], [-1.3422, 0.7140, 0.7909], [-2.9987, -0.7339, -0.7183]], "mulliken_charge": [-1.13, 0.55, -0.69, -0.01, -1.01, -0.12, 0.35, 0.24, 0.23, 0.16, 0.20, 0.28, 0.34, 0.26, 0.26, 0.29, 0.22, -0.14, -0.30]}


Record 10
{"formula": "C6H11NS", "method": "wB97M-V/def2-TZVPD", "lumo_ev": 0.89, "max_force_ev_per_a": 1.7, "de_lowest_kj_mol": 87.6, "mol_weight_g_mol": 129.228, "homo_lumo_gap_ha": 0.3610, "homo_ev": -8.9, "total_energy_ha": -688.1159, "smiles": "C[C@]12CN1CC[C@@H]2S", "elements": ["C", "C", "C", "C", "C", "C", "H", "H", "H", "H", "H", "H", "H", "H", "H", "H", "H", "N", "S"], "coordinates": [[0.8562, -1.5912, 1.2510], [-0.0211, -0.8694, 0.2145], [-1.0910, -1.6503, -0.4769], [-0.2213, 0.1145, -1.9455], [-0.8861, 1.1002, -0.9235], [-0.4679, 0.5651, 0.4727], [0.2501, -1.7894, 2.1720], [1.1336, -2.5772, 0.8597], [1.7144, -1.0068, 1.5577], [-1.1558, -2.7112, -0.3280], [-2.0426, -1.1771, -0.6924], [0.7502, 0.4699, -2.3346], [-0.8514, -0.1028, -2.8621], [-1.9849, 1.0992, -1.0351], [-0.6140, 2.1581, -1.0467], [-1.3040, 0.5809, 1.1790], [1.6343, 1.7325, 0.1498], [0.0132, -1.1409, -1.2307], [0.8353, 1.5810, 1.2151]], "mulliken_charge": [-1.53, 0.87, -0.68, -0.41, -0.94, 0.10, 0.28, 0.40, 0.38, 0.29, 0.21, 0.27, 0.30, 0.28, 0.43, 0.35, 0.14, -0.50, -0.22]}


Record 11
{"formula": "C6H11NS", "method": "wB97M-V/def2-TZVPD", "lumo_ev": 0.78, "max_force_ev_per_a": 1.2, "de_lowest_kj_mol": 54.6, "mol_weight_g_mol": 129.228, "homo_lumo_gap_ha": 0.3601, "homo_ev": -9.0, "total_energy_ha": -688.1285, "smiles": "S[C@@H]1[C@@H]2CCC[C@H]1N2", "elements": ["C", "C", "C", "C", "C", "C", "H", "H", "H", "H", "H", "H", "H", "H", "H", "H", "H", "N", "S"], "coordinates": [[1.0167, -0.9438, -0.0075], [-0.1209, -0.8258, 1.0232], [-0.5291, 0.6242, 1.2985], [-0.4488, 1.4803, 0.0111], [-0.5130, 0.6393, -1.2930], [-0.1099, -0.8096, -1.0370], [3.3778, -0.7501, 0.0080], [1.3835, -1.9650, -0.0103], [-0.0264, -1.4152, 1.9566], [-1.5340, 0.6138, 1.7141], [0.1316, 1.0489, 2.0997], [0.4815, 2.0137, -0.0227], [-1.2447, 2.2301, 0.0080], [0.1721, 1.0964, -2.0688], [-1.5068, 0.6367, -1.7263], [0.0057, -1.3979, -1.9501], [-1.9670, -1.0421, -0.0012], [-0.9969, -1.4219, -0.0123], [2.4288, 0.1881, 0.0100]], "mulliken_charge": [-0.24, -0.16, -0.75, -0.74, -0.76, -0.16, 0.14, 0.44, 0.39, 0.38, 0.28, 0.32, 0.38, 0.27, 0.39, 0.41, 0.29, -0.60, -0.27]}


Record 12
{"formula": "C6H11O", "method": "wB97M-V/def2-TZVPD", "total_charge": -1, "lumo_ev": 3.53, "max_force_ev_per_a": 2.9, "de_lowest_kj_mol": 75.7, "mol_weight_g_mol": 99.153, "homo_lumo_gap_ha": 0.2045, "homo_ev": -2.0, "total_energy_ha": -310.3880, "smiles": "C/C=C/CCC[O-]", "elements": ["C", "O", "C", "C", "C", "C", "C", "H", "H", "H", "H", "H", "H", "H", "H", "H", "H", "H"], "coordinates": [[-0.9033, 1.9298, 0.4851], [-0.3894, 3.0358, 1.0653], [-0.2346, 1.4716, -0.8737], [-0.4341, -0.0118, -1.1590], [0.2310, -0.9120, -0.1730], [0.5222, -2.2060, -0.2603], [1.2679, -3.0295, 0.7434], [-2.0050, 2.0459, 0.3925], [-0.7829, 1.0259, 1.1056], [-0.6299, 2.0543, -1.7254], [0.8051, 1.8158, -0.7958], [-1.5355, -0.1267, -1.1708], [-0.2070, -0.3372, -2.1819], [0.5022, -0.4215, 0.7587], [0.2505, -2.7892, -1.1527], [0.5098, -3.4901, 1.4210], [1.7032, -2.3521, 1.4896], [1.6698, -3.8927, 0.2145]], "mulliken_charge": [-0.36, -0.92, -0.64, -0.58, -0.24, 0.04, -1.16, 0.23, 0.08, 0.31, 0.28, 0.18, 0.33, 0.23, 0.32, 0.25, 0.33, 0.31]}